{"formula": "CH4NO3P", "method": "the ωB97M-V functional and the def2-TZVPD basis", "elements": ["O", "N", "O", "C", "P", "O", "H", "H", "H", "H"], "xyz": [[-1.94226, 0.17367, -0.34247], [-0.74124, 0.26677, -0.11760], [-0.33935, 1.60440, 0.40565], [0.27640, -0.31519, -1.02264], [0.11007, -1.46310, 0.49005], [1.50096, -0.99583, 1.12840], [-1.13377, 2.01670, 0.52514], [-0.26756, -0.46169, -1.94624], [1.06962, 0.52337, -1.23115], [1.46714, -1.34910, 2.11083]], "forces_ev_per_angstrom": [[-2.462, -0.139, -0.923], [2.347, -0.309, 1.555], [4.323, -2.742, -0.710], [-0.255, 2.635, -0.326], [-0.646, 2.181, -2.013], [0.746, -1.274, 3.903], [-3.828, 1.432, 0.487], [0.127, -0.773, -0.248], [-0.875, -2.226, 0.948], [0.524, 1.216, -2.672]], "nbo_charge": [-0.5773, 0.1869, -0.6001, -0.5818, 1.0582, -0.9635, 0.4697, 0.2361, 0.2693, 0.5025], "smiles": "[O-][N@+]1(O)CP1O", "total_energy_ha": -662.15148}